Formula: C24H64O10Zr
Source: OMol25
Level of theory: ωB97M-V/def2-TZVPD

As for the total energy: -1752.213735 Eh. Its total charge is -1. The highest occupied orbital energy (spin up / spin down) is -1.552 / -4.960 eV. The expectation value of S² is 0.751. For the orbital gap (spin up / spin down), the calculation gives 3.312 / 6.719 eV. The LUMO energy (spin up / spin down) comes out at 0.065 / 0.065 hartree. The value obtained for the molar mass is 603.99 g mol⁻¹. As for the multiplicity: 2.

Geometry as XYZ:
```
99
Properties=species:S:1:pos:R:3:forces:R:3:lowdin_spin:R:1
Zr 0.806 -2.392 2.749 2.9 1.3 -2.0 0.75
C 3.928 -2.382 0.176 0.0 0.0 -0.8 0.00
C 4.202 -1.920 1.622 -2.8 -0.4 -1.4 0.00
C 4.407 -0.448 1.772 0.8 1.1 -0.1 0.00
O 3.003 -2.215 2.295 -1.3 -0.9 1.3 0.02
H 2.946 -2.128 -0.223 -0.4 0.6 0.7 0.00
H 3.863 -3.467 0.098 0.6 -0.1 0.2 0.00
H 4.574 -1.960 -0.594 0.7 -0.2 0.0 0.00
H 5.068 -2.464 1.998 0.1 -0.2 0.3 0.00
H 5.120 0.029 1.098 0.6 -0.4 -0.2 0.00
H 4.772 -0.303 2.789 -0.3 0.5 0.1 0.00
H 3.514 0.141 1.562 -0.4 -0.4 0.5 0.00
C -0.558 -4.607 -0.557 0.2 -0.1 0.5 0.00
C 0.274 -5.162 0.611 -0.6 1.1 0.9 0.00
C 1.600 -5.537 0.062 1.2 -0.9 -0.4 0.00
O 0.453 -4.295 1.708 0.1 1.5 0.2 0.03
H 0.062 -3.874 -1.074 -0.2 0.2 -0.1 0.00
H -1.501 -4.160 -0.243 0.0 0.1 0.1 0.00
H -0.766 -5.428 -1.242 -0.1 0.0 -0.2 0.00
H -0.228 -6.036 1.025 -0.2 -0.5 -0.2 0.00
H 2.196 -5.996 0.850 0.3 0.3 0.0 0.00
H 2.097 -4.680 -0.394 0.1 0.2 0.4 0.00
H 1.570 -6.265 -0.749 -0.4 -0.3 -0.1 0.00
C 2.171 1.380 4.612 0.4 -0.4 -0.2 0.00
C 0.938 0.509 4.916 0.3 -0.9 -2.5 0.00
C -0.302 1.303 4.545 -0.7 0.3 1.1 0.00
O 0.895 -0.734 4.188 0.2 0.0 -0.1 0.02
H 2.218 2.194 5.336 0.2 0.0 0.3 0.00
H 2.224 1.864 3.637 -0.6 -0.2 -0.3 0.00
H 3.068 0.762 4.627 0.1 0.0 0.4 0.00
H 1.018 0.309 5.985 -0.5 -0.2 0.3 0.00
H -1.183 0.689 4.729 -0.1 -0.1 -0.4 0.00
H -0.320 1.739 3.546 0.3 -0.6 -0.2 0.00
H -0.439 2.158 5.207 0.2 0.3 0.3 0.00
C -0.857 0.891 0.327 -0.7 0.8 -0.6 0.00
C -0.518 -0.574 0.001 1.3 0.4 1.6 0.00
C 0.645 -0.618 -1.078 -1.8 -0.8 0.3 0.00
O -0.280 -1.255 1.220 0.2 -0.1 -0.4 0.05
H -1.396 1.436 -0.448 0.1 -0.2 -1.1 0.00
H -0.005 1.553 0.481 0.3 -0.4 0.6 0.00
H -1.621 1.042 1.090 0.5 -0.5 0.8 0.00
H -1.392 -1.034 -0.459 -0.3 -0.1 -0.4 0.00
H 1.600 -0.143 -0.858 -0.2 -0.1 0.4 0.00
H 0.228 -0.225 -2.006 0.1 0.7 0.0 0.00
H 0.724 -1.671 -1.351 0.7 -0.2 0.3 0.00
C 3.475 2.159 -1.237 -0.4 -0.2 -0.2 0.00
C 2.232 2.953 -1.645 -0.2 0.7 0.5 0.00
O 2.314 4.198 -0.912 0.3 -0.5 0.2 0.00
H 4.365 2.761 -1.421 0.1 -0.2 0.0 0.00
H 3.547 1.160 -1.667 0.0 0.2 -0.8 0.00
H 3.439 1.865 -0.188 -0.2 0.7 0.3 0.00
H 1.318 2.390 -1.456 -0.1 -0.1 0.7 0.00
H 2.066 3.248 -2.681 0.9 -0.4 -0.5 0.00
H 1.452 4.612 -0.826 -0.2 -0.1 -0.5 0.00
C -3.870 -0.286 -2.417 -0.9 -0.2 1.7 0.00
C -4.306 0.723 -1.332 0.1 -1.8 -0.3 0.00
O -4.848 1.833 -1.995 0.8 1.6 0.0 0.00
H -4.812 -0.426 -2.947 0.6 -0.1 -1.0 0.00
H -3.624 -1.241 -1.951 0.0 -0.1 0.1 0.00
H -2.956 0.038 -2.914 -0.5 0.2 -0.5 0.00
H -3.443 0.860 -0.680 -0.2 0.8 0.1 0.00
H -5.160 0.395 -0.739 0.3 -0.9 0.3 0.00
H -4.315 2.569 -1.687 -0.2 0.5 -0.3 0.00
C -0.622 3.384 -4.191 1.0 0.5 -0.3 0.00
C -0.937 1.959 -4.546 -0.9 1.3 0.7 0.00
O -1.160 1.874 -5.933 0.6 -1.3 -0.6 0.00
H -0.749 3.460 -3.111 0.1 0.8 -0.1 0.00
H -1.170 4.089 -4.817 -1.1 -0.1 0.6 0.00
H 0.355 3.723 -4.534 0.6 -0.5 0.6 0.00
H -1.818 1.758 -3.936 -0.6 -0.5 -0.4 0.00
H -0.202 1.278 -4.116 0.3 -0.2 -1.0 0.00
H -1.995 2.267 -6.199 0.0 0.0 0.5 0.00
C -2.915 -1.950 4.954 -1.3 0.2 -0.4 0.00
C -2.417 -2.042 3.525 -0.1 -0.5 0.1 0.01
O -1.185 -2.786 3.610 -1.2 0.3 -0.3 0.08
H -2.107 -2.117 5.667 0.0 0.7 0.0 0.00
H -3.675 -2.701 5.168 0.0 -0.3 -0.1 0.00
H -3.466 -1.012 5.023 0.3 0.2 0.7 0.00
H -2.324 -1.080 3.020 1.0 -0.1 0.3 0.00
H -3.096 -2.587 2.869 -0.2 -0.2 0.1 0.00
H -1.437 -3.605 4.044 0.6 -0.2 -0.2 0.02
C -0.008 6.160 1.440 -1.0 -1.0 0.3 0.00
C -0.238 4.800 0.742 -0.6 0.5 0.9 0.00
O -0.363 4.995 -0.635 0.8 0.2 -2.0 0.00
H 0.071 6.030 2.519 0.0 -0.1 0.1 0.00
H -0.953 6.665 1.240 0.2 0.7 0.1 0.00
H 0.859 6.739 1.120 -0.1 -0.3 -0.4 0.00
H -1.235 4.385 0.894 0.2 -0.2 1.8 0.00
H 0.527 4.065 0.990 0.0 0.0 -0.3 0.00
H -1.264 5.281 -0.803 0.2 0.1 -0.2 0.00
C -0.609 -1.606 -4.412 -0.3 0.3 -1.2 0.00
C -1.897 -2.412 -4.688 1.2 0.2 1.4 0.00
O -2.096 -3.315 -3.610 -0.2 -0.5 0.0 0.00
H -0.412 -1.012 -5.304 0.0 0.5 0.0 0.00
H 0.327 -2.141 -4.251 -0.4 -0.6 0.2 0.00
H -0.760 -0.930 -3.570 -0.1 -0.1 0.0 0.00
H -1.844 -3.002 -5.603 -0.2 0.3 0.0 0.00
H -2.736 -1.721 -4.605 -0.1 0.2 -1.0 0.00
H -2.137 -2.728 -2.852 0.0 -0.3 0.5 0.00
```
Forces are in eV/Å.